{"formula": "CH18NO7", "method": "the ωB97M-V functional and the def2-TZVPD basis", "species": ["C", "N", "H", "H", "H", "H", "H", "H", "O", "H", "H", "O", "H", "H", "O", "H", "H", "O", "H", "H", "O", "H", "H", "O", "H", "H", "O"], "positions_angstrom": [[-1.4336, -0.6142, 2.4363], [-0.6230, -0.8478, 1.4999], [-2.5056, -0.7411, 2.3831], [-1.0277, -0.1749, 3.3381], [0.4274, -0.5880, 1.4857], [-0.9430, -1.2666, 0.6303], [1.5987, 3.0445, 0.9882], [1.1576, 2.4880, -0.3143], [1.2278, 2.2258, 0.6178], [-1.8700, 1.7661, 0.4170], [-1.4446, 2.2651, 1.7689], [-2.1179, 1.7117, 1.3515], [1.5123, -1.2960, -0.6884], [3.0969, -1.4079, -1.0800], [2.3767, -0.8842, -0.7199], [2.4988, -0.5911, 1.2547], [1.9482, 0.7762, 1.6098], [1.8560, -0.1669, 1.8578], [1.9856, -0.0473, -2.5179], [1.0434, -0.4405, -3.7910], [1.8920, -0.5185, -3.3510], [-2.6896, 1.3467, -2.1037], [-3.1069, 0.2805, -1.0848], [-2.3408, 0.6412, -1.5473], [-1.3652, -1.1379, -1.7218], [-1.2359, -2.6892, -1.7724], [-1.1442, -1.9242, -1.1975]], "nbo_charge": [0.150, -0.610, 0.224, 0.209, 0.454, 0.436, 0.490, 0.492, -0.967, 0.487, 0.480, -0.955, 0.496, 0.512, -0.989, 0.516, 0.513, -0.953, 0.487, 0.477, -0.971, 0.498, 0.491, -0.977, 0.506, 0.502, -0.998], "de_lowest_ev": 0.000, "total_charge": 1, "orbital_gap_ev": 10.46, "multiplicity": 1}

=====

{"formula": "H6NS2", "method": "the ωB97M-V functional and the def2-TZVPD basis", "species": ["S", "S", "H", "H", "N", "H", "H", "H", "H"], "positions_angstrom": [[0.4876, -1.1006, -1.6371], [-1.1489, -2.0321, -0.7367], [-0.1586, -0.2135, -2.4310], [-1.6944, -1.0671, 0.0241], [0.5380, 0.8805, 0.9561], [1.2079, 0.6517, 0.2142], [-0.3315, 0.3688, 0.7693], [0.8284, 0.6415, 1.9083], [0.2715, 1.8707, 0.9329]], "nbo_charge": [-0.158, -0.051, 0.153, 0.084, -0.866, 0.475, 0.449, 0.459, 0.454], "de_lowest_ev": 0.374, "total_charge": 1, "orbital_gap_ev": 9.20, "multiplicity": 1}

=====

{"formula": "C29H27ClN4O4RuS2", "method": "the ωB97M-V functional and the def2-TZVPD basis", "species": ["Ru", "C", "N", "C", "C", "N", "C", "C", "C", "C", "C", "C", "C", "S", "C", "C", "C", "C", "C", "C", "S", "H", "H", "H", "H", "H", "H", "H", "H", "H", "H", "H", "H", "H", "H", "H", "H", "H", "H", "O", "N", "N", "O", "C", "C", "C", "C", "C", "C", "H", "H", "H", "H", "H", "Cl", "C", "C", "C", "C", "C", "C", "C", "O", "O", "H", "H", "H", "H"], "positions_angstrom": [[0.0826, 0.0392, 0.5387], [0.9833, 3.1629, 0.2054], [0.7025, 2.1379, -0.8002], [1.9339, 1.7344, -1.4821], [1.7013, 0.4994, -2.3502], [1.6536, -0.6861, -1.5048], [1.0214, -1.8177, -2.1779], [2.9170, -1.1043, -0.9701], [4.1106, -0.9805, -1.6645], [5.3048, -1.4458, -1.1371], [5.3089, -2.0869, 0.0921], [4.1254, -2.2423, 0.7838], [2.9195, -1.7482, 0.2815], [1.4540, -2.0159, 1.1704], [-0.2835, 2.6234, -1.7397], [-0.1545, 3.8895, -2.2934], [-1.1296, 4.4296, -3.1107], [-2.2585, 3.6789, -3.4079], [-2.3679, 2.3912, -2.9373], [-1.3907, 1.8365, -2.0989], [-1.6013, 0.1964, -1.6016], [1.5181, 4.0320, -0.2077], [1.6061, 2.7342, 0.9916], [0.0364, 3.4932, 0.6365], [2.6787, 1.4897, -0.7167], [2.3225, 2.5665, -2.0963], [2.4806, 0.4351, -3.1244], [0.7404, 0.5879, -2.8655], [1.5620, -2.0880, -3.0975], [-0.0086, -1.5598, -2.4224], [1.0136, -2.6725, -1.5034], [4.1174, -0.5363, -2.6504], [6.2176, -1.3360, -1.7044], [6.2317, -2.4755, 0.5009], [4.1026, -2.7584, 1.7297], [0.7318, 4.4735, -2.0878], [-1.0052, 5.4246, -3.5142], [-3.0463, 4.1040, -4.0136], [-3.2152, 1.7733, -3.1991], [-2.0362, 1.0727, 1.1478], [-2.8825, 0.2504, 1.5922], [-2.6331, -1.0028, 1.5293], [-1.5832, -1.5560, 1.0033], [-3.5835, -1.8787, 2.0814], [-4.8620, -1.4486, 2.4201], [-5.7600, -2.3516, 2.9548], [-5.3968, -3.6745, 3.1588], [-4.1238, -4.0966, 2.8081], [-3.2197, -3.2080, 2.2637], [-5.1290, -0.4195, 2.2495], [-6.7570, -2.0215, 3.2076], [-6.1028, -4.3780, 3.5791], [-3.8293, -5.1248, 2.9546], [-2.2243, -3.5060, 1.9727], [1.0856, 5.3422, 7.2946], [1.0183, 4.1113, 6.0680], [-0.1470, 3.9451, 5.3407], [-0.1997, 2.9547, 4.3770], [0.9093, 2.1588, 4.1128], [2.0757, 2.3610, 4.8351], [2.1336, 3.3316, 5.8200], [0.7948, 1.1188, 3.0095], [1.7017, 1.0896, 2.1406], [-0.2173, 0.4048, 3.0082], [-1.0061, 4.5726, 5.5220], [-1.1041, 2.7930, 3.8110], [2.9447, 1.7560, 4.6334], [3.0372, 3.4798, 6.3884]], "nbo_charge": [1.089, -0.434, -0.499, -0.226, -0.238, -0.492, -0.424, 0.207, -0.276, -0.230, -0.220, -0.224, -0.204, -0.048, 0.179, -0.242, -0.259, -0.208, -0.222, -0.212, -0.130, 0.161, 0.257, 0.216, 0.225, 0.177, 0.174, 0.239, 0.161, 0.235, 0.225, 0.204, 0.199, 0.202, 0.215, 0.204, 0.202, 0.202, 0.215, -0.500, 0.166, 0.111, -0.580, 0.202, -0.241, -0.213, -0.236, -0.207, -0.244, 0.238, 0.205, 0.202, 0.206, 0.254, -0.030, -0.046, -0.231, -0.179, -0.126, -0.130, -0.260, 0.759, -0.735, -0.683, 0.219, 0.240, 0.218, 0.217], "total_charge": -1, "s_squared": 1.188, "orbital_gap_ev": [6.28, 7.12], "multiplicity": 2}